(1)
The following is a quantum chemistry calculation of a 8-piece molecular cluster, C5H24BN8O9 overall at a distorted geometry, from the Open Molecules 2025 dataset.

```
47
Properties=species:S:1:pos:R:3:mulliken_charge:R:1
N 3.34 0.35 -1.62 -0.35
H 2.97 -0.29 -0.88 -0.13
H 4.32 0.16 -1.81 0.38
H 3.27 1.25 -1.15 0.40
H 2.73 0.50 -2.47 0.41
N -0.65 -1.37 -1.12 0.33
H -0.73 -0.66 -1.86 0.29
H -1.41 -1.16 -0.45 0.29
H 0.25 -1.36 -0.61 -0.01
H -0.74 -2.29 -1.62 0.34
B 2.09 -1.49 0.45 0.23
H 3.19 -1.57 0.06 -0.21
H 1.37 -2.24 -0.07 -0.26
H 2.11 -1.77 1.58 -0.38
H 1.74 -0.38 0.33 -0.20
C 0.38 1.38 -3.86 0.52
O -0.84 1.48 -3.43 -0.90
O 1.24 0.67 -3.14 -0.79
O 0.48 1.28 -5.14 -0.79
C -1.47 -3.89 -3.26 0.57
O -0.31 -3.77 -2.69 -0.89
O -2.57 -3.30 -2.83 -0.82
O -1.46 -3.99 -4.56 -0.86
C 0.53 -0.69 4.01 0.65
O -0.21 -0.43 4.96 -0.76
N 1.89 -0.41 4.08 -0.32
N 0.19 -1.37 2.92 -0.17
H 2.38 -0.76 3.27 0.22
H 2.26 0.01 4.91 0.18
H -0.78 -1.54 2.75 0.00
H 0.93 -1.52 2.21 0.20
C -0.17 3.66 -0.52 0.46
O 0.14 2.59 -0.04 -0.58
N -0.52 3.87 -1.82 -0.28
N -0.28 4.83 0.21 -0.45
H -0.69 3.05 -2.45 0.28
H -0.40 4.79 -2.20 0.15
H -0.57 5.64 -0.30 0.14
H -0.34 4.79 1.21 0.23
C -2.91 -0.71 1.67 0.62
O -2.75 -1.26 0.60 -0.66
N -2.94 0.65 1.82 -0.42
N -3.07 -1.44 2.81 -0.48
H -2.96 1.03 2.74 0.18
H -2.63 1.21 1.05 0.23
H -2.80 -2.41 2.70 0.26
H -3.61 -1.12 3.59 0.14
```

charge	-3
LUMO level	6.0	eV
spin multiplicity	1
largest force on an atom	6.807	eV Å⁻¹
DFT total energy	-1344.8105	hartree
HOMO energy	4.20	eV
Kohn-Sham gap	1.80	eV

***

(2)
The following is a quantum chemistry calculation of a 6-piece molecular cluster, C5H24N2O5S overall at a distorted geometry, from the Open Molecules 2025 dataset.

```
37
Properties=species:S:1:pos:R:3:mulliken_charge:R:1
C 0.15 2.36 2.35 -0.96
N 0.27 1.58 1.15 0.06
C 0.76 0.26 1.28 -1.32
C 0.11 -0.72 0.31 1.80
C 1.06 -1.86 -0.01 -1.35
S 2.28 -1.56 -1.32 -0.25
N -1.18 -1.37 0.79 -0.28
C -2.08 -0.69 1.79 -0.82
H -0.59 3.13 2.31 0.38
H 0.00 1.69 3.28 0.27
H 1.14 2.88 2.51 0.26
H -0.62 1.76 0.64 0.22
H 1.89 0.27 1.34 0.33
H 0.49 -0.06 2.32 0.26
H -0.20 -0.18 -0.57 -0.73
H 0.54 -2.76 -0.31 0.51
H 1.57 -2.24 0.85 0.54
H 1.48 -0.97 -2.28 0.13
H -1.00 -2.28 1.25 0.29
H -1.52 -0.38 2.76 0.22
H -2.88 -1.41 1.95 0.39
H -2.51 0.23 1.36 0.20
O 1.97 2.18 -2.00 -0.72
H 1.06 1.91 -1.72 0.37
H 2.51 1.56 -1.62 0.31
O -1.81 1.19 -1.32 -0.61
H -1.54 0.65 -2.06 0.34
H -2.67 0.91 -1.06 0.28
O 3.05 2.48 0.68 -0.67
H 2.55 2.40 1.47 0.23
H 2.44 2.77 -0.05 0.41
O -0.50 -1.09 -2.60 -0.60
H -1.14 -1.28 -1.87 0.17
H -0.99 -1.42 -3.36 0.34
O -1.57 -3.44 -3.07 -0.67
H -0.61 -3.65 -2.81 0.35
H -1.91 -2.85 -2.39 0.33
```

structure (SMILES)	CNC[C@@H](CS)NC.O.O.O.O.O
LUMO level	0.0	eV
spin multiplicity	1
largest force on an atom	4.115	eV Å⁻¹
DFT total energy	-1088.7168	hartree
HOMO energy	-8.77	eV
Kohn-Sham gap	8.78	eV

***

(3)
The following is a quantum chemistry calculation of a 6-piece molecular cluster, C5H24N2O5S overall at a distorted geometry, from the Open Molecules 2025 dataset.

```
37
Properties=species:S:1:pos:R:3:mulliken_charge:R:1
C -1.19 0.35 -2.36 -1.27
C 0.12 -0.40 -1.91 -0.34
N -0.08 -1.40 -0.81 -0.35
C 1.17 -1.46 0.02 0.19
C 0.95 -1.53 1.57 -0.77
N 1.48 -0.33 2.12 -0.39
C 1.76 -2.87 -0.36 -0.60
S 3.61 -2.77 -0.29 -0.20
H -1.54 0.99 -1.49 0.26
H -1.98 -0.44 -2.41 0.31
H -1.15 0.97 -3.25 0.46
H 0.90 0.31 -1.71 0.34
H 0.49 -0.87 -2.83 0.34
H -0.89 -1.28 -0.21 0.29
H 2.02 -0.72 -0.13 0.14
H -0.14 -1.74 1.83 0.19
H 1.39 -2.45 1.99 0.40
H 2.05 -0.47 2.97 0.20
H 0.86 0.43 2.20 0.23
H 1.49 -3.65 0.37 0.35
H 1.60 -3.40 -1.34 0.36
H 3.58 -1.61 -0.87 0.09
O -1.58 3.13 0.68 -0.67
H -1.30 3.98 0.32 0.33
H -0.77 2.65 0.86 0.34
O -1.95 -0.28 3.09 -0.64
H -1.83 -0.28 2.12 0.35
H -2.88 -0.46 3.27 0.29
O 0.18 3.54 -2.01 -0.64
H 0.51 3.61 -1.11 0.30
H -0.28 2.71 -2.17 0.31
O -2.79 0.22 0.34 -0.63
H -2.66 1.16 0.52 0.30
H -3.67 0.11 -0.07 0.28
O 0.68 1.71 0.57 -0.90
H 1.60 1.47 0.41 0.36
H 0.21 1.05 0.05 0.41
```

structure (SMILES)	CCN[C@@H](CN)CS.O.O.O.O.O
LUMO level	0.3	eV
spin multiplicity	1
largest force on an atom	3.723	eV Å⁻¹
DFT total energy	-1088.7274	hartree
HOMO energy	-8.73	eV
Kohn-Sham gap	9.05	eV

***

(4)
The following is a quantum chemistry calculation of a 7-piece molecular cluster, C5H24N2O7 overall at a distorted geometry, from the Open Molecules 2025 dataset.

```
38
Properties=species:S:1:pos:R:3:mulliken_charge:R:1
C -1.20 -1.46 1.46 -0.78
N -1.10 -0.40 2.46 -0.32
C -0.96 0.92 1.83 -0.68
C -2.15 1.42 0.99 -0.96
N -1.74 2.12 -0.22 0.22
C -0.91 3.31 -0.05 -0.92
C -2.06 1.59 -1.41 0.03
O -2.34 0.42 -1.57 -0.71
H -0.19 -1.72 1.11 0.11
H -1.68 -2.31 1.91 0.43
H -1.71 -1.09 0.57 0.33
H -1.98 -0.44 2.96 0.24
H -0.03 0.98 1.31 0.40
H -0.88 1.58 2.70 0.38
H -2.80 2.06 1.58 0.25
H -2.74 0.55 0.66 0.58
H 0.12 2.95 -0.04 0.32
H -0.95 3.96 -0.91 0.31
H -1.15 3.83 0.85 0.32
H -1.98 2.26 -2.22 0.42
O 1.60 -0.58 -3.26 -0.71
H 2.43 -0.95 -2.86 0.46
H 0.91 -1.20 -2.99 0.32
O -0.87 -1.64 -2.86 -0.71
H -1.41 -1.97 -3.57 0.25
H -1.32 -1.07 -2.22 0.44
O 3.55 -2.71 1.04 -0.68
H 3.08 -3.16 1.75 0.30
H 3.25 -1.83 1.23 0.34
O 1.32 -1.65 3.73 -0.68
H 0.51 -1.10 3.68 0.36
H 1.02 -2.53 3.51 0.29
O 1.12 1.75 -2.18 -0.63
H 1.30 0.87 -2.62 0.42
H 1.24 2.39 -2.90 0.28
O 3.48 -1.66 -1.52 -0.67
H 4.29 -1.40 -1.08 0.30
H 2.95 -2.09 -0.83 0.36
```

structure (SMILES)	CNCCN(C)C=O.O.O.O.O.O.O
LUMO level	0.5	eV
spin multiplicity	1
largest force on an atom	1.791	eV Å⁻¹
DFT total energy	-841.0908	hartree
HOMO energy	-9.19	eV
Kohn-Sham gap	9.65	eV